1.
{"formula": "C37H28Cl4N5O9S5SbZr", "method": "ωB97M-V with the def2-TZVPD basis set", "homo_lumo_gap_ev": 5.88, "relative_energy_kj_mol": 134.73, "total_charge": -2, "elements": ["Zr", "O", "C", "O", "C", "C", "Cl", "N", "N", "C", "C", "O", "O", "C", "C", "C", "C", "C", "C", "H", "H", "H", "H", "H", "H", "S", "Sb", "S", "S", "S", "Cl", "C", "C", "C", "Cl", "C", "O", "C", "Cl", "C", "H", "H", "C", "C", "C", "C", "C", "N", "C", "O", "N", "C", "C", "C", "C", "N", "C", "C", "C", "H", "H", "H", "H", "H", "H", "H", "H", "H", "H", "H", "H", "H", "C", "C", "C", "C", "C", "C", "C", "S", "O", "O", "O", "H", "H", "H", "H", "H", "H", "H"], "xyz": [[0.937, 0.014, -0.272], [-0.666, 4.186, 3.810], [-1.771, 3.530, 3.521], [-2.804, 3.727, 4.118], [-1.702, 2.556, 2.387], [-2.779, 1.871, 1.850], [-4.363, 1.867, 2.467], [-2.357, 1.106, 0.812], [-1.007, 1.207, 0.716], [-0.616, 2.087, 1.628], [0.849, 2.420, 1.695], [1.226, 3.393, 2.352], [1.595, 1.655, 1.022], [-3.121, 0.384, -0.186], [-2.454, -0.475, -1.040], [-3.129, -1.179, -2.021], [-4.496, -1.024, -2.168], [-5.158, -0.131, -1.346], [-4.486, 0.583, -0.364], [0.119, 3.897, 3.234], [-1.382, -0.505, -1.090], [-2.565, -1.783, -2.720], [-5.012, -1.530, -2.973], [-6.213, 0.065, -1.493], [-5.035, 1.311, 0.202], [-3.659, 2.228, -4.115], [-2.039, 1.009, -5.139], [0.586, -0.008, -2.680], [0.963, 1.884, -1.915], [-2.790, -1.101, -5.596], [-1.466, -7.104, 1.702], [-0.892, -5.598, 1.026], [-1.279, -4.400, 1.598], [-0.806, -3.219, 1.060], [-1.207, -1.728, 1.835], [0.052, -3.166, -0.060], [0.499, -2.069, -0.574], [0.407, -4.424, -0.589], [1.477, -4.457, -1.955], [-0.046, -5.622, -0.066], [-1.925, -4.379, 2.464], [0.260, -6.557, -0.512], [1.916, -0.557, -6.028], [3.159, 0.095, -5.485], [3.090, 1.277, -4.753], [4.229, 1.862, -4.220], [5.468, 1.260, -4.396], [6.670, 1.824, -3.855], [6.837, 2.413, -2.620], [7.681, 3.278, -2.442], [6.027, 1.995, -1.592], [5.273, 0.804, -1.476], [5.760, -0.440, -1.834], [4.936, -1.544, -1.693], [3.660, -1.372, -1.197], [3.194, -0.168, -0.854], [3.980, 0.893, -0.978], [5.556, 0.087, -5.132], [4.413, -0.480, -5.676], [1.083, 0.143, -6.068], [1.597, -1.382, -5.388], [2.086, -0.954, -7.030], [2.127, 1.740, -4.580], [4.150, 2.776, -3.644], [7.320, 2.222, -4.514], [6.166, 2.542, -0.756], [6.763, -0.533, -2.233], [5.272, -2.533, -1.972], [2.975, -2.201, -1.085], [3.556, 1.845, -0.690], [6.524, -0.386, -5.258], [4.491, -1.403, -6.241], [3.382, -6.181, 5.269], [3.139, -4.836, 4.637], [2.344, -4.706, 3.507], [2.129, -3.461, 2.925], [2.707, -2.331, 3.472], [3.511, -2.445, 4.602], [3.720, -3.686, 5.175], [2.445, -0.707, 2.787], [3.750, -0.094, 2.772], [1.418, -0.073, 3.577], [1.949, -1.018, 1.404], [2.855, -6.967, 4.728], [3.040, -6.197, 6.306], [4.446, -6.428, 5.272], [1.882, -5.582, 3.067], [1.518, -3.371, 2.039], [3.975, -1.557, 5.012], [4.350, -3.770, 6.054]]}

=====

2.
{"formula": "C37H28ClCoN7O", "method": "ωB97M-V with the def2-TZVPD basis set", "homo_lumo_gap_ev": [5.84, 5.81], "spin_multiplicity": 2, "relative_energy_kj_mol": 0.00, "total_charge": 0, "elements": ["Co", "Cl", "C", "C", "C", "C", "O", "C", "C", "N", "C", "C", "C", "C", "C", "C", "C", "C", "N", "C", "C", "H", "H", "H", "H", "H", "H", "H", "H", "H", "H", "C", "C", "N", "C", "C", "C", "C", "C", "C", "C", "N", "C", "C", "C", "C", "C", "C", "C", "C", "N", "C", "H", "H", "H", "H", "H", "H", "H", "H", "H", "H", "H", "H", "C", "N", "C", "C", "N", "H", "H", "H", "H", "H", "H"], "xyz": [[-0.857, -0.005, -0.569], [0.516, 0.919, 6.477], [0.097, 0.380, 4.867], [0.059, -1.008, 4.597], [-0.252, -1.459, 3.354], [-0.529, -0.561, 2.267], [-0.759, -1.029, 1.119], [-0.543, 0.842, 2.585], [-0.900, 1.840, 1.648], [-1.185, 1.663, 0.390], [-1.518, 2.766, -0.425], [-1.853, 4.032, -0.009], [-2.141, 5.047, -0.945], [-2.112, 4.807, -2.289], [-1.799, 3.510, -2.758], [-1.772, 3.155, -4.129], [-1.488, 1.871, -4.489], [-1.226, 0.919, -3.479], [-1.232, 1.223, -2.209], [-1.510, 2.499, -1.827], [-0.209, 1.276, 3.894], [0.280, -1.707, 5.395], [-0.270, -2.516, 3.126], [-0.922, 2.854, 2.047], [-1.918, 4.273, 1.043], [-2.398, 6.033, -0.579], [-2.337, 5.590, -3.001], [-1.981, 3.911, -4.876], [-1.464, 1.568, -5.526], [-1.005, -0.115, -3.720], [-0.205, 2.337, 4.117], [3.296, 1.489, -0.925], [1.927, 1.414, -0.619], [1.187, 0.384, -0.931], [1.733, -0.671, -1.591], [3.095, -0.683, -1.945], [3.873, 0.438, -1.577], [3.625, -1.776, -2.672], [2.778, -2.776, -3.052], [1.410, -2.774, -2.714], [0.846, -1.760, -1.953], [-0.454, -1.607, -1.563], [-1.427, -2.564, -1.528], [-1.325, -3.926, -1.772], [-2.441, -4.782, -1.688], [-3.687, -4.332, -1.364], [-3.849, -2.957, -1.067], [-5.087, -2.399, -0.676], [-5.178, -1.072, -0.369], [-4.012, -0.288, -0.444], [-2.855, -0.774, -0.814], [-2.740, -2.090, -1.135], [3.865, 2.364, -0.642], [1.435, 2.223, -0.089], [4.926, 0.452, -1.836], [4.674, -1.787, -2.938], [3.155, -3.605, -3.639], [0.806, -3.572, -3.112], [-0.374, -4.384, -1.983], [-2.288, -5.836, -1.888], [-4.538, -4.998, -1.305], [-5.954, -3.046, -0.617], [-6.112, -0.624, -0.059], [-4.035, 0.767, -0.190], [3.636, -0.068, 5.042], [4.170, -0.169, 3.687], [5.482, 0.369, 3.349], [3.311, -0.350, 2.691], [2.560, -0.508, 1.826], [4.471, -0.055, 5.739], [3.016, -0.936, 5.260], [3.034, 0.833, 5.187], [6.003, 0.610, 4.273], [5.405, 1.277, 2.747], [6.069, -0.368, 2.800]]}

=====

3.
{"formula": "C37H28CrO8", "method": "ωB97M-V with the def2-TZVPD basis set", "homo_lumo_gap_ev": [6.39, 5.42], "spin_multiplicity": 4, "total_charge": 1, "elements": ["C", "O", "C", "C", "C", "C", "C", "C", "O", "O", "C", "C", "C", "O", "C", "O", "C", "C", "H", "H", "H", "H", "H", "H", "H", "H", "H", "H", "H", "H", "H", "O", "C", "Cr", "C", "O", "C", "O", "C", "C", "C", "C", "C", "C", "C", "C", "C", "C", "C", "C", "C", "C", "C", "C", "C", "C", "C", "C", "C", "H", "H", "H", "H", "H", "H", "H", "H", "H", "H", "H", "H", "H", "H", "H"], "xyz": [[-0.861, 5.059, 4.496], [-1.667, 3.859, 4.644], [-1.980, 3.136, 3.531], [-2.831, 2.009, 3.698], [-3.074, 1.147, 2.648], [-2.484, 1.355, 1.358], [-2.722, 0.491, 0.246], [-2.266, 0.828, -1.097], [-1.600, 1.792, -1.437], [-2.633, -0.047, -2.107], [-3.861, -0.760, -1.892], [-5.057, 0.172, -1.887], [-3.940, -1.791, -3.022], [-3.776, -1.484, -0.654], [-3.280, -0.834, 0.457], [-3.293, -1.447, 1.507], [-1.647, 2.500, 1.221], [-1.434, 3.398, 2.253], [-0.844, 5.497, 5.495], [0.165, 4.813, 4.183], [-1.311, 5.767, 3.784], [-3.276, 1.825, 4.674], [-3.693, 0.268, 2.802], [-5.000, 0.895, -1.067], [-5.110, 0.707, -2.841], [-5.967, -0.427, -1.780], [-3.058, -2.435, -2.991], [-4.837, -2.403, -2.915], [-3.972, -1.287, -3.991], [-1.175, 2.682, 0.262], [-0.795, 4.266, 2.087], [0.684, 0.945, -5.402], [1.584, 0.694, -4.703], [3.053, 0.404, -3.563], [1.912, 0.852, -2.131], [1.194, 1.199, -1.279], [3.451, 2.239, -3.664], [3.636, 3.392, -3.708], [4.529, -0.374, -4.976], [3.484, -1.289, -4.824], [3.095, -1.715, -3.549], [3.760, -1.267, -2.384], [3.172, -1.559, -1.062], [2.463, -1.618, -0.059], [1.613, -1.645, 1.064], [1.681, -0.469, 1.942], [2.758, 0.452, 1.780], [2.861, 1.631, 2.525], [1.907, 1.928, 3.511], [0.865, 1.032, 3.735], [0.751, -0.132, 2.964], [0.782, -2.844, 1.217], [1.100, -4.003, 0.446], [0.333, -5.173, 0.492], [-0.788, -5.254, 1.332], [-1.125, -4.148, 2.116], [-0.362, -2.975, 2.053], [4.785, -0.305, -2.558], [5.177, 0.113, -3.837], [4.800, -0.007, -5.970], [2.944, -1.653, -5.699], [2.233, -2.381, -3.433], [3.534, 0.237, 1.043], [3.681, 2.327, 2.341], [1.981, 2.849, 4.094], [0.130, 1.255, 4.520], [-0.080, -0.787, 3.166], [1.971, -3.978, -0.213], [0.597, -6.026, -0.137], [-1.393, -6.162, 1.357], [-2.007, -4.199, 2.763], [-0.698, -2.136, 2.641], [5.258, 0.137, -1.673], [5.968, 0.859, -3.943]]}

=====

4.
{"formula": "C37H28F3N2O6P2S2SeTc", "method": "ωB97M-V with the def2-TZVPD basis set", "homo_lumo_gap_ev": [6.34, 7.09], "spin_multiplicity": 2, "relative_energy_kj_mol": 249.49, "total_charge": -1, "elements": ["Tc", "N", "P", "C", "C", "C", "C", "C", "C", "C", "C", "C", "C", "C", "C", "P", "C", "C", "C", "C", "C", "C", "C", "C", "C", "C", "C", "C", "H", "H", "H", "H", "H", "H", "H", "H", "H", "H", "H", "H", "H", "H", "H", "H", "H", "H", "H", "H", "H", "F", "C", "F", "F", "C", "C", "C", "C", "N", "C", "S", "H", "H", "H", "O", "C", "O", "C", "C", "C", "C", "C", "C", "S", "H", "H", "H", "H", "O", "Se", "O", "O", "O"], "xyz": [[0.545, -0.826, -1.222], [0.869, 1.311, 1.047], [0.975, -0.404, 1.210], [-0.349, -0.804, 2.389], [-0.533, 0.075, 3.458], [-1.510, -0.168, 4.405], [-2.306, -1.300, 4.298], [-2.122, -2.175, 3.242], [-1.148, -1.930, 2.284], [2.429, -0.670, 2.258], [3.591, 0.088, 2.158], [4.633, -0.138, 3.045], [4.532, -1.115, 4.025], [3.375, -1.872, 4.122], [2.327, -1.648, 3.246], [-0.310, 1.362, -0.202], [-1.798, 1.542, 0.837], [-1.892, 2.710, 1.589], [-2.973, 2.918, 2.426], [-3.975, 1.961, 2.517], [-3.880, 0.795, 1.780], [-2.793, 0.584, 0.944], [-0.377, 3.008, -0.966], [0.609, 3.976, -0.799], [0.440, 5.225, -1.369], [-0.693, 5.506, -2.125], [-1.665, 4.536, -2.302], [-1.513, 3.289, -1.711], [1.782, 1.735, 0.790], [0.081, 0.964, 3.526], [-1.656, 0.530, 5.219], [-3.074, -1.493, 5.037], [-2.743, -3.058, 3.149], [-1.018, -2.619, 1.461], [3.717, 0.836, 1.377], [5.533, 0.456, 2.951], [5.353, -1.289, 4.710], [3.284, -2.642, 4.878], [1.430, -2.244, 3.343], [-1.112, 3.461, 1.523], [-3.034, 3.831, 3.005], [-4.821, 2.126, 3.173], [-4.645, 0.032, 1.861], [-2.698, -0.347, 0.410], [1.523, 3.743, -0.269], [1.210, 5.975, -1.245], [-0.810, 6.480, -2.583], [-2.547, 4.743, -2.895], [-2.293, 2.543, -1.832], [4.468, -5.992, -0.918], [3.527, -5.190, -0.357], [4.183, -4.375, 0.485], [2.742, -6.000, 0.393], [2.752, -4.463, -1.414], [2.802, -4.893, -2.730], [2.049, -4.240, -3.689], [1.326, -3.119, -3.302], [1.301, -2.705, -2.048], [1.903, -3.387, -1.088], [1.415, -2.926, 0.489], [3.432, -5.733, -2.994], [2.048, -4.556, -4.721], [0.774, -2.524, -4.012], [-0.293, 0.032, -5.144], [-0.497, -0.032, -3.943], [0.441, -0.349, -3.103], [-1.886, 0.237, -3.418], [-2.645, 1.147, -4.148], [-3.957, 1.420, -3.812], [-4.540, 0.734, -2.753], [-3.804, -0.193, -2.040], [-2.461, -0.441, -2.339], [-1.600, -1.667, -1.391], [-2.173, 1.631, -4.993], [-4.526, 2.148, -4.377], [-5.573, 0.919, -2.483], [-4.270, -0.739, -1.230], [3.493, 2.008, -0.140], [3.088, 1.183, -1.483], [1.787, 1.884, -2.094], [2.468, -0.341, -0.871], [4.276, 0.923, -2.505]]}

=====

5.
{"formula": "C37H28N4PS2W", "method": "ωB97M-V with the def2-TZVPD basis set", "homo_lumo_gap_ev": 5.89, "relative_energy_kj_mol": 0.00, "total_charge": 3, "elements": ["W", "C", "C", "C", "C", "C", "C", "P", "C", "C", "C", "C", "C", "C", "C", "C", "C", "C", "C", "C", "C", "C", "C", "C", "H", "H", "H", "H", "H", "H", "H", "H", "H", "H", "H", "H", "H", "H", "H", "H", "N", "C", "C", "C", "C", "C", "C", "S", "N", "C", "C", "C", "C", "C", "C", "N", "H", "H", "H", "H", "H", "H", "H", "H", "H", "S", "C", "C", "N", "C", "H", "H", "H"], "xyz": [[0.416, -0.456, -0.172], [1.283, -0.820, 6.320], [0.938, 0.409, 5.764], [1.088, 0.618, 4.404], [1.594, -0.411, 3.600], [1.951, -1.639, 4.160], [1.788, -1.839, 5.523], [1.834, -0.092, 1.862], [2.198, -1.483, 0.885], [1.011, -2.300, 0.862], [1.030, -3.444, -0.127], [2.433, -4.011, -0.540], [3.592, -3.121, -0.207], [3.478, -1.934, 0.379], [2.892, 1.291, 1.537], [3.933, 1.809, 2.275], [4.623, 2.931, 1.788], [4.260, 3.514, 0.598], [3.180, 3.004, -0.160], [2.724, 3.595, -1.368], [1.637, 3.091, -2.042], [0.950, 1.975, -1.547], [1.374, 1.315, -0.380], [2.494, 1.878, 0.325], [1.170, -0.977, 7.384], [0.564, 1.204, 6.395], [0.832, 1.580, 3.974], [2.374, -2.425, 3.546], [2.072, -2.783, 5.967], [0.492, -2.483, 1.799], [0.332, -4.229, 0.156], [2.643, -5.031, -0.221], [4.575, -3.480, -0.486], [4.351, -1.315, 0.544], [4.221, 1.365, 3.221], [5.444, 3.339, 2.361], [4.793, 4.384, 0.235], [3.239, 4.469, -1.750], [1.296, 3.564, -2.953], [0.094, 1.627, -2.113], [-3.451, -0.296, -1.985], [-3.449, 0.056, -3.368], [-4.624, 0.473, -3.964], [-4.602, 0.858, -5.298], [-3.411, 0.848, -6.005], [-2.229, 0.450, -5.389], [-2.257, 0.035, -4.069], [-0.796, -0.621, -3.335], [-1.138, -0.412, -1.627], [-2.392, -0.368, -1.203], [-2.587, -0.387, 0.271], [-3.821, -0.304, 0.878], [-3.909, -0.383, 2.265], [-2.750, -0.546, 2.995], [-1.542, -0.608, 2.324], [-1.441, -0.512, 0.990], [-4.363, -0.317, -1.554], [-5.551, 0.499, -3.402], [-5.519, 1.171, -5.778], [-3.393, 1.153, -7.042], [-1.300, 0.447, -5.946], [-4.733, -0.180, 0.312], [-4.874, -0.322, 2.751], [-2.761, -0.625, 4.073], [-0.623, -0.735, 2.875], [3.000, -2.995, -3.161], [1.948, -3.931, -2.034], [0.813, -3.003, -1.597], [1.350, -1.612, -1.725], [2.488, -1.586, -2.332], [1.647, -4.877, -2.475], [-0.177, -3.079, -2.046], [3.048, -0.659, -2.401]]}

=====

6.
{"formula": "C37H29Cl2NO2P2STi", "method": "ωB97M-V with the def2-TZVPD basis set", "homo_lumo_gap_ev": [6.31, 7.61], "spin_multiplicity": 3, "relative_energy_kj_mol": 81.63, "total_charge": 0, "elements": ["Ti", "Cl", "C", "C", "C", "Cl", "C", "O", "C", "C", "O", "C", "H", "H", "H", "S", "C", "C", "C", "C", "C", "N", "H", "H", "H", "H", "C", "P", "C", "C", "C", "C", "C", "C", "C", "C", "C", "C", "C", "C", "P", "C", "C", "C", "C", "C", "C", "C", "C", "C", "C", "C", "C", "H", "H", "H", "H", "H", "H", "H", "H", "H", "H", "H", "H", "H", "H", "H", "H", "H", "H", "H", "H", "H", "H"], "xyz": [[-1.152, -2.183, -0.392], [5.188, -5.474, 0.518], [3.770, -4.582, 0.030], [3.873, -3.699, -1.044], [2.743, -3.006, -1.442], [2.868, -1.944, -2.813], [1.510, -3.150, -0.803], [0.402, -2.525, -1.257], [1.446, -4.006, 0.339], [0.275, -4.127, 1.112], [-0.798, -3.363, 0.974], [2.597, -4.745, 0.705], [4.811, -3.561, -1.561], [0.234, -4.886, 1.885], [2.542, -5.421, 1.553], [-3.526, -2.128, 0.636], [-3.479, -3.396, -0.538], [-4.458, -4.386, -0.738], [-4.328, -5.262, -1.785], [-3.223, -5.180, -2.638], [-2.269, -4.236, -2.368], [-2.389, -3.373, -1.343], [-5.301, -4.423, -0.061], [-5.086, -6.020, -1.955], [-3.106, -5.847, -3.480], [-1.373, -4.136, -2.961], [0.969, 1.979, -0.638], [0.407, 0.207, -0.461], [-0.590, -0.008, -2.028], [0.100, 0.109, -3.240], [-0.487, -0.252, -4.435], [-1.788, -0.756, -4.458], [-2.495, -0.852, -3.281], [-1.907, -0.492, -2.067], [-0.974, 0.434, 0.750], [-1.996, 1.361, 0.511], [-2.985, 1.570, 1.454], [-2.950, 0.875, 2.665], [-1.923, -0.009, 2.927], [-0.938, -0.230, 1.971], [2.345, 2.432, 0.541], [1.551, 2.525, 2.196], [0.473, 3.360, 2.491], [-0.045, 3.411, 3.777], [0.514, 2.631, 4.787], [1.584, 1.796, 4.505], [2.097, 1.742, 3.211], [2.493, 4.237, 0.179], [2.079, 4.821, -1.017], [2.279, 6.180, -1.254], [2.901, 6.972, -0.303], [3.336, 6.399, 0.889], [3.138, 5.046, 1.123], [0.129, 2.673, -0.607], [1.448, 2.028, -1.617], [1.114, 0.486, -3.241], [0.070, -0.149, -5.357], [-2.241, -1.058, -5.394], [-3.521, -1.198, -3.289], [-2.544, -0.481, -1.178], [-2.022, 1.906, -0.424], [-3.782, 2.278, 1.256], [-3.730, 1.033, 3.403], [-1.886, -0.534, 3.876], [-0.121, -0.902, 2.189], [0.042, 3.984, 1.714], [-0.883, 4.064, 3.996], [0.112, 2.678, 5.792], [2.023, 1.186, 5.288], [2.936, 1.092, 2.985], [1.591, 4.224, -1.778], [1.943, 6.618, -2.188], [3.052, 8.030, -0.487], [3.832, 7.009, 1.636], [3.479, 4.608, 2.056]]}